1.
The following is a quantum chemistry calculation of a 12-piece molecular cluster, C6H35NO12 overall, from the OMol25 dataset.

Output
LUMO: 0.11 eV
DFT total energy: -32853.604 eV
HOMO: -0.367 hartree
Frontier orbital gap: 10.1 eV

```
! RIJCOSX wB97M-V def2-TZVPD def2/J DEFGRID3
* xyz 0 1
C -0.314 1.505 3.029
C -1.073 1.431 1.709
C -0.363 0.550 0.674
C -0.378 -0.943 1.032
C -1.757 -1.543 0.939
O -2.563 -1.480 1.853
N -2.114 -2.179 -0.233
C -1.201 -2.527 -1.313
H -0.752 2.241 3.703
H 0.741 1.745 2.877
H -0.368 0.546 3.546
H -1.184 2.434 1.288
H -2.070 1.019 1.880
H 0.682 0.859 0.599
H -0.825 0.671 -0.307
H 0.326 -1.477 0.398
H -0.035 -1.094 2.053
H -2.987 -2.678 -0.157
H -0.552 -1.693 -1.566
H -1.780 -2.739 -2.209
H -0.583 -3.389 -1.079
O 3.679 -0.628 0.780
H 3.573 0.299 0.450
H 3.353 -1.153 0.037
O 1.978 -2.714 -1.214
H 2.683 -3.281 -1.543
H 1.727 -3.115 -0.343
O 3.218 1.678 -0.555
H 2.602 2.403 -0.336
H 2.762 1.147 -1.242
O 2.517 -2.021 2.758
H 2.973 -1.438 2.103
H 2.266 -1.477 3.509
O -0.916 3.226 -1.594
H -0.913 3.926 -2.254
H -0.741 2.371 -2.056
O -3.483 2.504 -0.762
H -2.612 2.912 -0.951
H -3.545 2.497 0.199
O 1.287 3.613 0.091
H 0.980 3.615 1.007
H 0.521 3.479 -0.499
O 1.831 -0.085 -2.173
H 1.820 -1.005 -1.847
H 0.912 0.192 -2.339
O -0.742 0.825 -2.923
H -1.634 0.531 -2.571
H -0.764 0.787 -3.883
O 1.286 -3.822 1.171
H 1.758 -3.260 1.832
H 0.365 -3.808 1.444
O -3.139 0.135 -2.056
H -3.061 -0.554 -1.376
H -3.390 0.962 -1.581
*
```

---

2.
The following is a quantum chemistry calculation of a 12-piece molecular cluster, C6H36NO12 overall in a non-equilibrium geometry, from the OMol25 dataset.

Output
LUMO: 2.58 eV
DFT total energy: -32867.012 eV
HOMO: -0.224 hartree
Frontier orbital gap: 8.7 eV

```
! RIJCOSX wB97M-V def2-TZVPD def2/J DEFGRID3
* xyz -1 1
C 0.342 -2.481 -1.063
O -0.642 -2.447 -2.082
C 0.126 -1.756 0.280
C -0.010 -0.162 0.212
C 0.405 0.347 -1.155
C 0.124 1.870 -1.565
C -0.245 2.771 -0.410
N 0.732 2.842 0.743
H 1.257 -2.041 -1.572
H 0.546 -3.547 -0.879
H 0.937 -1.984 0.948
H -0.764 -2.104 0.838
H -0.975 0.113 0.605
H 0.686 0.257 0.929
H -0.086 -0.169 -1.964
H 1.443 0.094 -1.325
H 1.026 2.218 -2.029
H -0.731 1.944 -2.237
H -1.066 2.214 0.033
H -0.350 3.783 -0.824
H 0.994 3.813 0.736
H 0.303 2.727 1.649
H 2.943 -0.679 -0.311
H 3.817 -0.491 0.878
O 3.666 -1.126 0.157
H 1.715 -0.716 2.808
H 2.737 -1.198 3.656
O 2.528 -0.364 3.195
H 1.361 -3.219 2.189
H 2.734 -2.667 2.124
O 2.083 -2.941 2.785
H 3.098 2.993 0.561
H 2.952 1.543 0.185
O 3.610 2.185 0.464
H -1.781 -0.222 -4.030
H -2.292 -0.188 -2.493
O -2.141 0.328 -3.335
H 0.652 -0.078 -4.376
H 1.720 -0.306 -3.289
O 1.551 -0.377 -4.227
H -1.876 -0.005 3.668
H -0.663 -1.021 3.636
O -1.081 -0.272 3.200
H -2.802 -1.010 1.681
H -2.704 -1.716 0.380
O -2.692 -1.914 1.367
H -2.511 2.007 1.459
H -1.339 1.253 2.181
O -1.816 2.093 2.127
H -3.601 -1.739 -1.460
H -1.415 -1.999 -1.607
O -2.792 -1.272 -1.235
H -3.610 2.337 -1.068
H -2.871 0.797 -0.644
O -3.232 1.681 -0.495
*
```

---

3.
The following is a quantum chemistry calculation of C6H38F10N2O21PS4Y as an isolated structure in a non-equilibrium geometry, from the OMol25 dataset.

Output
LUMO: -0.65 eV
DFT total energy: -133677.361 eV
HOMO: -0.389 hartree
Frontier orbital gap: 9.9 eV

```
! RIJCOSX wB97M-V def2-TZVPD def2/J DEFGRID3
* xyz 0 1
Y 9.478 11.645 12.051
N 9.734 13.831 8.656
S 9.925 15.124 7.711
O 9.659 16.379 8.470
O 9.437 14.956 6.310
F 11.482 15.043 7.499
S 8.571 12.779 8.642
O 7.294 13.224 8.237
O 8.687 12.125 9.893
F 8.975 11.665 7.626
N 9.710 9.195 13.018
S 9.654 8.355 11.662
O 10.742 7.517 11.273
O 9.226 9.309 10.631
F 8.473 7.513 11.949
S 10.565 8.742 14.198
O 10.538 7.333 14.355
O 10.352 9.641 15.274
F 11.979 9.065 13.602
P 13.457 16.008 12.984
F 14.579 15.252 12.122
F 12.765 14.553 13.248
F 14.365 15.744 14.270
F 12.218 16.622 13.959
F 14.102 17.519 12.767
F 12.484 16.139 11.718
C 12.252 8.988 6.616
C 12.077 8.769 8.160
C 13.368 8.426 8.879
O 11.702 10.047 8.713
H 12.839 9.985 6.503
H 11.362 9.030 5.978
H 12.929 8.290 6.187
H 11.227 8.016 8.353
H 14.065 9.257 8.687
H 13.755 7.474 8.459
H 13.417 8.256 9.955
H 11.017 10.358 8.090
C 10.672 15.303 16.610
C 11.356 13.996 16.811
C 10.747 13.080 17.873
O 11.362 13.202 15.568
H 11.192 15.833 15.821
H 10.689 15.841 17.570
H 9.590 15.223 16.341
H 12.418 14.082 17.039
H 10.622 13.554 18.841
H 11.332 12.183 18.083
H 9.790 12.671 17.660
H 12.265 13.082 15.239
O 14.139 11.930 12.067
H 14.599 12.722 11.665
H 14.314 12.127 12.975
O 7.422 10.680 12.648
H 7.453 9.897 13.155
H 6.572 11.081 12.921
O 14.491 12.953 14.833
H 14.583 13.854 14.486
H 15.185 12.957 15.522
O 7.837 13.547 12.260
H 7.661 14.285 11.664
H 8.022 13.919 13.128
O 10.695 13.654 12.003
H 11.533 14.061 11.755
H 10.131 14.430 12.252
O 7.490 10.331 15.586
H 6.875 10.561 16.341
H 8.239 9.856 16.000
O 11.550 10.982 11.215
H 11.347 10.492 10.378
H 12.417 11.451 11.123
O 9.354 12.341 14.234
H 8.682 11.833 14.681
H 10.108 12.707 14.841
O 5.134 11.843 13.346
H 4.518 12.064 12.664
H 5.724 12.594 13.479
O 9.284 15.885 13.001
H 10.024 16.526 13.094
H 8.527 16.434 12.904
O 7.648 15.490 10.591
H 8.293 15.668 9.891
H 6.877 15.891 10.145
*
```